This record from the Open Molecules 2025 dataset describes a cluster of 11 separate species, C44H70N6O10S5 in total in a non-equilibrium geometry. The level of theory is wB97M-V/def2-TZVPD.

Each line ends with the Löwdin charge.
Atoms and positions in Å:
O  -13.379  -20.760  -5.019  -0.33
S  -13.700  -20.845  -6.405  0.66
O  -14.523  -22.008  -6.714  -0.33
C  -14.299  -19.358  -7.230  -0.20
C  -13.451  -19.257  -8.512  -0.24
C  -12.394  -20.339  -8.658  -0.19
C  -12.112  -20.802  -7.218  -0.23
H  -14.054  -18.509  -6.597  0.07
H  -15.406  -19.469  -7.212  0.12
H  -14.068  -19.370  -9.397  0.10
H  -13.017  -18.263  -8.487  0.08
H  -11.466  -20.093  -9.144  0.11
H  -12.885  -21.107  -9.262  0.12
H  -11.576  -20.077  -6.649  0.08
H  -11.583  -21.719  -7.071  0.10
O  -17.203  -18.851  -10.865  -0.35
S  -18.479  -18.956  -10.115  0.70
O  -18.486  -18.963  -8.692  -0.30
C  -19.476  -17.554  -10.684  -0.20
C  -20.348  -18.249  -11.721  -0.22
C  -20.758  -19.579  -11.083  -0.25
C  -19.497  -20.316  -10.784  -0.20
H  -18.838  -16.730  -11.043  0.07
H  -20.046  -17.255  -9.816  0.08
H  -21.266  -17.710  -11.882  0.11
H  -19.806  -18.415  -12.651  0.10
H  -21.471  -20.097  -11.769  0.14
H  -21.261  -19.351  -10.156  0.12
H  -19.080  -20.628  -11.758  0.12
H  -19.634  -21.091  -10.061  0.10
O  -12.169  -18.468  -14.168  -0.32
S  -13.082  -18.818  -13.090  0.67
O  -12.523  -18.872  -11.755  -0.34
C  -14.521  -17.754  -13.100  -0.22
C  -15.472  -18.469  -14.024  -0.22
C  -15.375  -19.906  -13.576  -0.22
C  -13.920  -20.323  -13.485  -0.21
H  -14.210  -16.769  -13.399  0.08
H  -14.944  -17.635  -12.078  0.10
H  -16.456  -18.047  -13.866  0.09
H  -15.174  -18.367  -15.037  0.11
H  -15.912  -20.526  -14.290  0.12
H  -15.937  -19.995  -12.647  0.10
H  -13.421  -20.555  -14.425  0.11
H  -13.776  -21.046  -12.723  0.10
O  -12.260  -14.936  -5.652  -0.32
S  -11.433  -16.014  -6.161  0.67
O  -12.025  -17.269  -6.532  -0.29
C  -10.497  -15.483  -7.473  -0.27
C  -9.153  -16.073  -7.239  -0.22
C  -8.841  -15.836  -5.770  -0.22
C  -10.079  -16.251  -5.014  -0.20
H  -10.457  -14.373  -7.420  0.14
H  -11.050  -15.787  -8.315  0.09
H  -9.263  -17.160  -7.351  0.12
H  -8.364  -15.863  -7.990  0.14
H  -8.601  -14.808  -5.536  0.11
H  -7.916  -16.363  -5.451  0.13
H  -10.403  -15.713  -4.120  0.11
H  -10.082  -17.328  -4.836  0.11
O  -13.655  -14.932  -8.214  -0.36
S  -15.000  -15.452  -7.972  0.67
O  -15.216  -15.938  -6.642  -0.29
C  -16.144  -14.185  -8.487  -0.19
C  -17.013  -14.826  -9.610  -0.17
C  -16.018  -15.845  -10.285  -0.23
C  -15.430  -16.642  -9.171  -0.24
H  -15.477  -13.432  -8.840  0.07
H  -16.682  -13.817  -7.594  0.09
H  -17.886  -15.350  -9.169  0.10
H  -17.277  -14.066  -10.330  0.09
H  -15.248  -15.272  -10.798  0.11
H  -16.562  -16.503  -10.992  0.08
H  -14.433  -17.084  -9.455  0.12
H  -16.216  -17.224  -8.651  0.12
C  -19.122  -10.942  -10.553  -0.11
C  -17.720  -10.922  -10.367  -0.11
C  -17.474  -10.844  -9.014  -0.14
N  -18.685  -10.797  -8.386  0.01
C  -19.683  -10.880  -9.289  -0.17
H  -19.650  -10.867  -11.482  0.09
H  -16.980  -10.959  -11.174  0.10
H  -16.561  -10.731  -8.459  0.09
H  -18.755  -10.840  -7.372  0.12
H  -20.701  -10.864  -8.906  0.12
C  -17.862  -15.348  -13.130  -0.09
C  -16.691  -14.745  -13.752  -0.09
C  -16.562  -15.272  -15.004  -0.15
N  -17.549  -16.171  -15.184  0.00
C  -18.413  -16.217  -14.066  -0.10
H  -18.310  -15.068  -12.204  0.07
H  -16.122  -13.921  -13.348  0.09
H  -15.845  -15.082  -15.779  0.12
H  -17.703  -16.632  -16.057  0.14
H  -19.355  -16.736  -14.044  0.09
C  -13.514  -10.757  -5.549  -0.09
C  -14.091  -10.459  -6.858  -0.12
C  -13.761  -11.485  -7.676  -0.17
N  -13.048  -12.376  -6.956  0.01
C  -12.980  -12.038  -5.650  -0.14
H  -13.463  -10.147  -4.641  0.09
H  -14.603  -9.551  -7.156  0.09
H  -13.907  -11.708  -8.722  0.10
H  -13.035  -13.351  -7.165  0.07
H  -12.528  -12.732  -4.947  0.10
C  -21.121  -14.344  -9.726  -0.11
C  -21.810  -15.343  -9.008  -0.14
C  -21.212  -15.537  -7.783  -0.13
N  -20.157  -14.680  -7.753  0.03
C  -20.103  -13.941  -8.921  -0.15
H  -21.367  -13.870  -10.654  0.09
H  -22.723  -15.856  -9.356  0.10
H  -21.416  -16.144  -6.931  0.11
H  -19.564  -14.488  -6.972  0.12
H  -19.320  -13.177  -9.066  0.09
C  -18.279  -13.523  -4.587  -0.13
C  -18.692  -12.136  -4.703  -0.10
C  -17.587  -11.459  -5.124  -0.18
N  -16.548  -12.318  -5.217  0.05
C  -17.012  -13.608  -4.994  -0.15
H  -18.955  -14.347  -4.246  0.11
H  -19.636  -11.701  -4.435  0.09
H  -17.426  -10.422  -5.336  0.11
H  -15.596  -12.109  -5.487  0.10
H  -16.317  -14.452  -5.101  0.11
C  -12.736  -13.256  -12.909  -0.10
C  -12.346  -14.649  -13.006  -0.11
C  -12.348  -15.166  -11.767  -0.15
N  -12.582  -14.124  -10.911  0.01
C  -12.869  -12.998  -11.598  -0.17
H  -12.860  -12.563  -13.718  0.09
H  -12.229  -15.219  -13.921  0.10
H  -12.020  -16.153  -11.425  0.12
H  -12.507  -14.276  -9.930  0.10
H  -12.986  -12.041  -11.069  0.11

Calculated values
- relative energy (zero: lowest compared OMol25 entry of this formula, charge and spin) (kJ/mol) = 0.0
- charge = 0
- energy (eV) = -130351.6316

---

This record from the Open Molecules 2025 dataset describes the ion C5H14N2S with charge +1 in a non-equilibrium geometry. The level of theory is wB97M-V/def2-TZVPD.

Each line ends with the Löwdin spin population.
Atoms and positions in Å:
N  -2.041  -0.759  -1.856  0.06
C  -1.341  -0.691  -0.588  0.01
C  -0.540  -1.963  -0.325  0.07
S  0.384  -2.376  -1.806  0.54
C  -0.364  0.487  -0.579  0.03
N  0.303  0.496  0.715  0.19
C  1.276  1.609  0.839  0.02
C  2.078  1.298  2.111  0.00
H  -2.705  -0.005  -1.966  0.00
H  -0.076  -1.428  -2.653  0.01
H  -2.465  -1.650  -2.075  0.00
H  -2.058  -0.469  0.201  0.00
H  0.239  -1.828  0.436  0.03
H  -1.222  -2.782  -0.090  0.02
H  -0.924  1.403  -0.756  0.01
H  0.474  0.383  -1.279  0.01
H  -0.393  0.562  1.456  0.00
H  0.803  2.590  0.885  0.01
H  1.932  1.469  -0.022  0.00
H  2.430  0.271  2.067  0.00
H  2.840  2.035  2.350  0.00
H  1.370  1.347  2.934  0.00

Calculated values
- 2S+1 = 2
- expectation value of S² = 0.76
- relative energy (zero: lowest compared OMol25 entry of this formula, charge and spin) (kJ/mol) = 115.9
- charge = +1
- energy (eV) = -19218.5137

---

This record from the Open Molecules 2025 dataset describes a cluster of 3 separate species, C35H56Br2O12P2 in total in a non-equilibrium geometry. The level of theory is wB97M-V/def2-TZVPD.

Each line ends with the Löwdin charge.
Atoms and positions in Å:
C  3.318  -3.677  3.902  -0.11
C  2.079  -3.872  2.985  -0.66
Br  1.734  -5.732  2.419  0.64
C  1.250  -2.895  2.527  -0.61
Br  -0.252  -3.325  1.339  0.70
C  1.523  -1.436  2.923  -0.08
C  1.578  -1.053  4.233  -0.17
O  1.364  -1.891  5.319  0.05
C  1.915  0.466  4.502  -0.21
O  1.341  1.057  5.383  0.14
C  2.967  1.086  3.533  -0.15
O  3.971  1.967  3.913  -0.06
C  4.796  1.345  4.956  -0.13
C  6.330  1.593  4.755  -0.28
C  6.612  3.152  4.545  -0.06
C  7.036  0.667  3.671  -0.34
C  7.450  1.403  2.326  -0.08
C  6.235  -0.638  3.278  -0.09
C  2.876  0.725  2.210  -0.02
C  3.855  1.335  1.157  -0.06
C  3.258  2.731  0.724  -0.12
C  3.527  3.975  1.458  -0.03
C  2.960  5.273  1.062  -0.08
C  2.064  5.405  -0.100  -0.08
C  1.789  4.165  -0.842  -0.05
C  2.376  2.863  -0.464  -0.18
C  2.000  1.658  -1.403  -0.07
C  1.753  -0.314  1.837  -0.23
O  1.115  -0.253  0.819  0.10
H  2.978  -3.641  4.971  0.08
H  3.990  -4.579  3.827  0.07
H  3.899  -2.740  3.697  0.07
H  0.454  -1.725  5.630  0.14
H  4.509  1.891  5.908  0.14
H  4.514  0.273  5.137  0.12
H  6.819  1.351  5.746  0.14
H  6.104  3.655  5.421  0.09
H  7.708  3.320  4.694  0.09
H  6.209  3.541  3.581  0.06
H  8.002  0.311  4.138  0.13
H  6.773  2.236  2.018  0.06
H  7.376  0.627  1.504  0.08
H  8.534  1.684  2.371  0.08
H  7.004  -1.383  2.909  0.09
H  5.565  -0.462  2.387  0.07
H  5.708  -1.144  4.126  0.06
H  3.969  0.654  0.279  0.11
H  4.854  1.499  1.625  0.08
H  4.180  3.991  2.360  0.09
H  3.159  6.215  1.633  0.09
H  1.610  6.380  -0.396  0.09
H  1.105  4.247  -1.727  0.10
H  1.892  2.075  -2.447  0.08
H  0.979  1.309  -1.110  0.07
H  2.790  0.873  -1.334  0.06
C  -2.463  -6.438  2.103  -0.10
C  -3.890  -6.911  2.313  -0.29
O  -4.734  -6.546  1.226  -0.22
P  -4.486  -7.274  -0.234  0.68
O  -5.146  -8.607  0.058  -0.23
O  -5.788  -6.652  -1.050  -0.27
C  -6.780  -7.500  -1.625  -0.29
C  -7.949  -7.681  -0.671  -0.07
O  -3.573  -5.935  -0.708  -0.22
C  -3.790  -5.285  -1.968  -0.27
C  -4.738  -4.105  -1.831  -0.07
H  -1.999  -6.952  1.256  0.07
H  -1.858  -6.637  2.990  0.08
H  -2.435  -5.368  1.890  0.04
H  -3.919  -7.996  2.463  0.11
H  -4.302  -6.446  3.210  0.12
H  -6.354  -8.455  -1.932  0.10
H  -7.132  -7.009  -2.539  0.12
H  -7.620  -7.984  0.323  0.07
H  -8.644  -8.429  -1.057  0.08
H  -8.482  -6.736  -0.550  0.08
H  -4.136  -6.000  -2.716  0.11
H  -2.821  -4.912  -2.309  0.12
H  -5.678  -4.365  -1.348  0.07
H  -4.966  -3.687  -2.814  0.08
H  -4.286  -3.327  -1.214  0.08
C  -3.225  2.233  -2.737  -0.09
C  -2.302  2.269  -3.942  -0.30
O  -2.677  3.280  -4.871  -0.23
P  -2.492  4.862  -4.424  0.69
O  -0.994  4.934  -4.660  -0.24
O  -2.883  5.562  -5.875  -0.27
C  -1.965  6.409  -6.565  -0.29
C  -1.176  5.616  -7.594  -0.07
O  -4.132  4.842  -4.011  -0.22
C  -5.031  5.867  -4.454  -0.28
C  -5.746  5.467  -5.734  -0.07
H  -3.134  3.148  -2.143  0.07
H  -2.980  1.387  -2.091  0.08
H  -4.268  2.150  -3.048  0.08
H  -1.263  2.416  -3.626  0.10
H  -2.351  1.315  -4.469  0.12
H  -1.311  6.934  -5.867  0.10
H  -2.556  7.177  -7.075  0.12
H  -0.727  4.722  -7.163  0.07
H  -0.389  6.234  -8.029  0.08
H  -1.839  5.280  -8.394  0.08
H  -4.508  6.819  -4.560  0.11
H  -5.779  6.001  -3.668  0.12
H  -5.065  5.162  -6.526  0.07
H  -6.349  6.297  -6.106  0.08
H  -6.399  4.612  -5.551  0.08

Calculated values
- charge = 0
- energy (eV) = -220430.0493

---

This record from the Open Molecules 2025 dataset describes a structure of composition C25H34MnNS in a non-equilibrium geometry. The level of theory is wB97M-V/def2-TZVPD.

Each line ends with the Löwdin spin population.
Atoms and positions in Å:
C  1.305  1.967  -1.132  0.00
H  2.280  2.424  -0.883  0.01
H  1.531  1.539  -2.203  0.03
H  1.869  1.148  0.565  -0.09
C  0.272  3.152  -1.156  0.02
H  -0.732  2.793  -1.466  0.00
H  0.146  3.497  -0.115  0.00
C  0.649  4.316  -2.050  0.00
H  -0.188  4.998  -2.142  0.00
H  1.474  4.871  -1.618  0.00
H  0.917  4.015  -3.061  0.00
C  -0.810  -1.765  -0.014  0.06
C  -1.434  -0.858  -0.898  0.08
C  -0.470  -0.402  -1.878  0.26
C  0.828  -1.088  -1.565  -0.02
C  0.580  -1.889  -0.334  0.26
C  1.509  -2.896  0.180  0.05
C  1.952  -1.304  -2.523  0.00
C  -0.786  0.185  -3.198  0.04
C  -2.889  -0.618  -0.997  0.01
C  -1.523  -2.618  0.967  0.00
Mn  0.720  0.565  -0.218  3.23
H  2.848  -1.600  -1.992  0.00
H  1.729  -2.090  -3.249  0.00
H  2.159  -0.393  -3.072  0.00
H  2.527  -2.700  -0.150  0.00
H  1.502  -2.896  1.265  0.01
H  1.239  -3.907  -0.148  0.02
H  -2.350  -2.079  1.432  0.00
H  -1.947  -3.511  0.487  0.00
H  -0.868  -2.965  1.769  0.00
H  -3.107  0.262  -1.601  0.00
H  -3.407  -1.469  -1.454  0.00
H  -3.332  -0.466  -0.013  0.00
H  0.038  0.774  -3.597  0.01
H  -1.015  -0.598  -3.933  0.02
H  -1.656  0.829  -3.133  0.00
N  0.293  0.517  1.748  -0.03
S  0.461  -0.623  2.952  0.01
C  1.658  0.052  4.099  0.00
C  2.760  -0.764  4.428  0.00
C  3.683  -0.323  5.381  0.00
C  3.521  0.928  5.989  0.00
C  2.423  1.732  5.655  0.00
C  1.485  1.290  4.717  0.00
C  -1.080  -0.271  3.776  -0.01
C  -2.152  0.316  3.098  0.00
C  -3.328  0.620  3.799  0.00
C  -3.437  0.293  5.157  0.00
C  -2.384  -0.349  5.813  0.00
C  -1.205  -0.646  5.124  0.00
H  0.225  1.486  2.119  0.01
H  2.850  -1.743  3.962  0.00
H  4.530  -0.956  5.638  0.00
H  4.259  1.281  6.707  0.00
H  2.299  2.707  6.128  0.00
H  0.593  1.891  4.511  0.00
H  -2.078  0.549  2.033  0.00
H  -4.149  1.105  3.279  0.00
H  -4.346  0.537  5.706  0.00
H  -2.470  -0.625  6.862  0.00
H  -0.378  -1.153  5.613  0.00

Calculated values
- 2S+1 = 5
- expectation value of S² = 6.21
- charge = +2
- energy (eV) = -70101.9768

---

Question: Which formula does entry 1 have?
Answer: C44H70N6O10S5

---

Question: Among the records above, which one has the highest charge?
Answer: C25H34MnNS

---

Question: What is the formula in the second record?
Answer: C5H14N2S